Density functional theory data (ωB97M-V/def2-TZVPD) for 2 unconnected molecules or ions with the total composition C9H17NO2S.

Output
LUMO energy: 0.06 eV
HOMO level: -6.84 eV
Gap between HOMO and LUMO: 6.90 eV
Multiplicity: 1

Structure (XYZ):
```
30
Properties=species:S:1:pos:R:3:forces:R:3
C -1.49287 0.89694 -0.03876 0.7910 -1.2202 -0.4487
C 1.44769 1.10856 0.73077 0.9324 -0.8824 1.3834
C 0.31243 -0.64801 -1.88483 -2.1257 -1.2044 1.5103
C -1.01881 -0.45458 0.13733 -3.8656 1.9495 2.6166
C -2.22384 1.65129 1.02789 -0.4019 -1.0154 0.0333
C 1.45036 2.20383 -0.21016 0.7566 0.8763 -3.2778
C 1.49370 -1.23268 -2.51910 2.0800 1.1320 1.5630
C -1.63173 -1.23058 1.32416 -0.0889 -1.4395 -1.3337
C 0.60095 -2.08815 0.13825 -0.6742 -0.8926 0.2900
N -0.13517 -1.01942 -0.65430 2.3259 -1.5088 -1.8569
O -1.26460 1.52412 -1.07431 0.0534 0.3343 -0.9928
O 0.70821 0.22399 3.01256 -0.0345 -1.3563 1.3263
S 1.08111 1.43362 2.29892 0.2687 0.4051 -2.2736
H 1.76709 0.08069 0.35005 -0.8924 1.5221 0.8937
H -0.29781 -0.04578 -2.55278 -0.1338 0.2496 1.0046
H -2.35093 1.18611 1.99309 1.0050 0.1401 0.6303
H -3.24157 1.57526 0.72472 -1.1410 0.5772 -0.7225
H -1.88534 2.67353 0.96907 -0.0505 0.2494 0.4295
H 0.47939 2.21644 -0.73437 0.0747 0.2661 0.4943
H 2.08912 1.99977 -1.12353 -0.1003 0.0560 1.1629
H 1.69978 3.22572 0.09380 -0.1599 -0.3186 0.5265
H 2.30917 -0.43883 -2.17729 -0.6397 -2.0596 -0.9297
H 1.36860 -1.10443 -3.56825 0.1789 -0.1007 -0.8666
H 1.74981 -2.29109 -2.27458 -0.0287 1.0109 -0.1328
H -1.40847 -2.32501 1.24107 -0.2845 0.9824 0.1779
H -2.72504 -1.20592 1.36830 0.0154 0.3292 -0.4372
H -1.30466 -0.90180 2.27629 0.6249 0.3466 0.9206
H 0.58835 -1.79664 1.20686 -0.1585 -0.1935 -0.7663
H 0.21782 -3.17512 0.04537 0.3978 1.9946 -0.2629
H 1.61729 -2.04184 -0.12623 1.2753 -0.2295 -0.6620
```
Forces are in eV/Å.

***

Density functional theory data (ωB97M-V/def2-TZVPD) for 2 unconnected molecules or ions with the total composition C9H17O3P.

Output
LUMO energy: 5.92 eV
HOMO level: 0.17 eV
Gap between HOMO and LUMO: 5.76 eV
Multiplicity: 1
Net charge: -2

Structure (XYZ):
```
30
Properties=species:S:1:pos:R:3:forces:R:3
C 0.28646 -0.96621 2.45256 2.8044 -1.4938 0.7675
C -0.46175 -0.16776 1.71022 0.2480 -1.2953 0.3362
C -0.02147 -2.50912 -0.42895 -1.9924 2.5586 2.4743
C 1.97563 -0.93324 -1.00465 -3.7329 1.6084 -3.4860
C -0.38454 2.10334 -1.37934 0.4066 -0.1783 -1.0031
C 1.16050 1.97821 0.71364 0.4610 -1.5059 -0.3051
C 0.40447 -1.14793 -0.93083 0.1273 1.5836 3.5891
C -0.26089 1.62319 0.06652 1.5657 1.5472 0.0126
C -0.58087 0.19257 0.30314 0.3216 -2.8654 -1.9865
O -3.17211 0.98609 0.59853 0.0754 -0.2272 0.0393
O -2.51618 0.02070 -1.68732 0.1588 0.4632 -1.4026
O -2.71978 -1.59045 0.23858 -0.1711 1.3378 0.1928
P -2.48462 -0.11406 -0.20078 0.2411 -1.5439 1.3075
H 0.26528 -1.33537 3.51972 -1.1989 1.1261 -0.9193
H 1.20395 -1.44195 2.09511 -0.0061 0.2141 -0.6599
H -1.29102 0.09083 2.25715 -2.3325 1.3606 1.1382
H -1.22489 -2.42625 -0.26905 2.4401 -0.1717 0.3006
H 0.56670 -2.62121 0.54367 -1.0550 -0.7293 -1.2431
H 0.10475 -3.25208 -1.13471 0.8797 -1.9255 -1.5374
H 2.02983 0.16301 -1.14319 1.0047 -0.5142 0.7260
H 2.31605 -1.33343 -1.97286 -0.0032 -0.1394 -0.1290
H 2.50873 -1.46595 -0.30547 1.1587 -0.4620 2.2223
H -1.41166 2.42151 -1.66503 0.5518 -1.1055 0.1352
H 0.07382 1.34456 -2.03622 -0.7914 0.1779 -0.2068
H 0.20169 2.98997 -1.59741 0.5149 0.5292 0.4812
H 1.12339 2.53185 1.72595 0.2261 -0.8539 -1.7339
H 1.73199 0.98018 0.77508 -1.0550 1.3116 0.9038
H 1.83031 2.39837 -0.05675 -0.3881 1.0371 0.4218
H -0.21255 -0.74603 -1.68285 -0.1479 0.1185 -1.6242
H -1.04123 2.22664 0.49557 -0.3115 0.0374 1.1888
```
Forces are in eV/Å.

***

Density functional theory data (ωB97M-V/def2-TZVPD) for a molecular structure, C9H18Cl2ErOS.

Output
LUMO energy (alpha / beta): 1.98 / 1.98 eV
HOMO level (alpha / beta): -1.74 / -1.77 eV
Gap between HOMO and LUMO (alpha / beta): 3.72 / 3.74 eV
Multiplicity: 4
Net charge: -1

Structure (XYZ):
```
32
Properties=species:S:1:pos:R:3:forces:R:3
Er 0.76319 -0.57603 0.35095 -0.7254 -0.2750 -1.1777
Cl 0.85283 -2.92567 -0.33061 0.0734 -1.4475 0.2762
Cl 1.88243 1.38267 1.42309 0.2504 0.8572 1.3519
C 2.04691 -0.04887 -1.34580 0.2329 0.2707 -0.4362
H 2.62824 0.87124 -1.26544 0.3154 -0.3939 -0.2071
H 2.52163 -0.88948 -1.87074 0.1455 0.6062 0.0087
C -0.60118 0.43958 -1.44334 -2.1022 -2.3429 3.7829
C 0.68571 0.30521 -2.05691 2.8865 0.0286 -2.8089
H -0.74794 0.79204 -0.39073 0.1106 0.8562 -0.8100
C 0.57616 -0.71145 -3.27162 -0.1425 0.8663 0.6015
H 0.81910 1.32101 -2.45215 0.8039 0.2897 -1.0136
C -0.45510 -0.19213 -4.25250 -0.0008 -0.4760 -0.1874
H 1.55459 -0.83485 -3.77290 -0.3745 0.1090 0.3053
H 0.25250 -1.67329 -2.83072 0.2360 0.3014 -0.2897
C -1.81319 -0.07887 -3.59378 -0.1811 0.3816 0.6488
H -0.13759 0.79435 -4.61203 -0.0297 -0.0513 -0.0510
H -0.50549 -0.86401 -5.10662 -0.0802 -0.0600 -0.3871
C -1.68358 0.85190 -2.36157 -0.2390 0.1401 -0.4206
H -2.55321 0.30530 -4.30010 -0.1068 0.1307 -0.0523
H -2.15609 -1.06236 -3.25904 0.0560 -0.0315 0.0119
H -1.40531 1.83977 -2.76415 -0.0783 0.4356 -0.4079
H -2.64580 1.01440 -1.86450 0.0321 -0.2681 0.0676
C -1.42342 -1.18838 4.14447 0.1073 0.0047 0.1823
S -1.86333 -0.03961 2.83918 0.7356 -0.3026 -1.3503
C -1.04202 1.43904 3.45358 0.0471 -0.0024 0.2106
O -1.03842 -0.51738 1.62254 -1.8406 0.5325 2.5573
H -2.08309 -1.04320 5.00434 0.0901 0.0505 -0.0947
H -0.37950 -1.03983 4.42055 -0.0220 -0.0076 -0.0053
H -1.55090 -2.19652 3.74787 -0.0892 0.1458 -0.0744
H -0.02585 1.20239 3.77518 -0.0744 0.0147 -0.1524
H -0.99132 2.17302 2.64521 -0.0582 -0.2531 0.0016
H -1.63554 1.84074 4.28140 0.0221 -0.1097 -0.0801
```
Forces are in eV/Å.

***

Density functional theory data (ωB97M-V/def2-TZVPD) for a molecular structure, C9H18Cl2N2OYb.

Output
LUMO energy (alpha / beta): 2.73 / 2.58 eV
HOMO level (alpha / beta): 0.19 / -2.91 eV
Gap between HOMO and LUMO (alpha / beta): 2.54 / 5.49 eV
Multiplicity: 2
Net charge: -1

Structure (XYZ):
```
33
Properties=species:S:1:pos:R:3:forces:R:3
Yb -2.90888 -1.78097 0.60378 -0.6106 -1.1542 -1.0728
Cl -3.48154 0.40242 -0.33172 -0.3003 1.4826 -0.4538
Cl -3.21748 -2.26827 2.97005 -0.2110 -0.2525 1.6366
C 0.18057 2.40915 1.38040 -2.4730 -1.7838 2.1750
H 0.25456 2.32697 2.46780 -0.0796 0.1561 -0.2674
H -0.66514 1.92179 0.91049 -0.1706 -0.0590 0.1879
C -0.72309 -0.51115 -2.40868 0.0603 -0.6020 -0.1609
C 1.05392 3.02247 0.68546 2.8229 1.4981 -1.9328
H -0.26254 -1.32090 -1.83034 -0.0532 -0.8745 -1.5312
C 1.10771 3.08918 -0.81973 -0.0569 0.2285 -0.4494
H 1.91145 3.47803 1.19148 -0.1704 0.0140 -0.1295
C -0.14842 2.61812 -1.59169 0.5138 -0.5033 0.0137
H 1.30056 4.12696 -1.12055 0.1003 -0.0146 0.1387
H 2.01199 2.55488 -1.15654 -0.2796 -0.0979 0.1397
C 0.17374 1.88243 -2.93594 -1.6102 0.6699 -0.9496
H -0.77128 2.00419 -0.94946 -0.0858 -0.3522 -0.2205
H -0.75616 3.49854 -1.80368 0.0048 -0.0387 -0.0789
C 0.07898 0.37224 -3.03988 0.8421 0.3043 0.1862
H -0.51787 2.33674 -3.66283 0.2528 0.1216 -0.1921
H 1.19173 2.11709 -3.26405 -0.1895 0.2044 0.0449
H -1.80322 -0.59159 -2.49375 -0.1689 1.3418 1.4300
H 0.87371 -0.00337 -3.70923 0.7490 -0.2700 1.5456
C 0.36953 -4.55861 1.66830 0.1333 0.0232 0.2109
N 0.76080 -3.22471 2.11140 0.0529 -0.0238 -0.0530
C 0.17935 -2.08708 1.70244 -1.8491 0.4338 -1.5201
N 0.64024 -0.92890 2.22895 0.3519 -0.1058 0.2154
O -0.76261 -2.05990 0.83972 2.8479 -0.2576 1.4505
H -0.35360 -4.47469 0.85274 0.1256 0.0291 0.1953
H -0.07233 -5.11896 2.50035 -0.0783 0.1351 -0.2071
H 1.26085 -5.09494 1.32689 -0.1477 0.0494 -0.0952
H 1.46952 -3.14311 2.82302 -0.1263 -0.1270 -0.0790
H 0.21680 -0.04693 1.96833 0.1110 -0.4002 0.0041
H 1.40817 -0.94713 2.88648 -0.3075 0.2251 -0.1814
```
Forces are in eV/Å.

***

We obtain E_tot values of -956.378701; -920.110650; -2762.646164; -2617.580331 a.u. for the records listed above, in that order.